Record 1
ORCA calculation (wB97M-V/def2-TZVPD) on a structure of composition C37H30ClCrN4O5.

Structure (XYZ):
```
78
Properties=species:S:1:pos:R:3
Cr 0.586 -0.586 0.447
O 1.519 -1.670 -0.981
C 1.498 -1.499 -2.232
C 2.521 -2.192 -3.003
C 2.661 -1.980 -4.327
C 1.812 -1.061 -5.026
C 0.827 -0.439 -4.341
C 0.506 -0.736 -2.962
C -1.407 -0.820 -1.646
N -1.131 -1.138 -0.296
C -1.759 -2.302 0.279
C -1.155 -2.526 1.669
N 0.276 -2.248 1.604
C 1.178 -3.028 2.038
C 2.600 -2.733 2.022
C 3.469 -3.759 2.416
C 4.832 -3.584 2.468
C 5.342 -2.322 2.126
C 4.519 -1.294 1.746
C 3.108 -1.448 1.671
O 2.381 -0.435 1.338
H 3.180 -2.837 -2.438
H 3.451 -2.484 -4.875
H 1.979 -0.857 -6.075
H 0.183 0.262 -4.852
H -2.452 -0.499 -1.797
H -1.610 -3.211 -0.313
H -2.849 -2.165 0.394
H -1.331 -3.542 2.043
H -1.572 -1.802 2.373
H 0.878 -3.986 2.483
H 3.038 -4.718 2.685
H 5.488 -4.387 2.771
H 6.412 -2.151 2.161
H 4.914 -0.320 1.486
C 0.198 3.062 -1.940
C 0.658 2.101 -0.979
N 0.394 0.846 -1.041
C -0.374 0.264 -2.147
C -1.053 1.281 -3.019
C -0.684 2.635 -2.885
C -2.017 0.926 -3.960
C -2.417 -0.343 -4.370
C -1.964 -1.611 -3.966
C -2.298 -2.726 -4.772
C -1.851 -3.974 -4.472
C -1.088 -4.105 -3.281
N -0.783 -3.142 -2.471
C -1.118 -1.833 -2.801
H 0.466 4.101 -1.823
H 1.210 2.419 -0.100
H -1.153 3.346 -3.558
H -2.463 1.757 -4.497
H -3.121 -0.358 -5.197
H -2.921 -2.549 -5.643
H -2.082 -4.841 -5.075
H -0.763 -5.103 -2.988
C -0.455 5.369 5.553
C -1.460 4.905 4.543
C -2.478 5.729 4.098
C -3.385 5.278 3.153
Cl -4.661 6.350 2.609
C -3.294 4.006 2.633
C -2.278 3.160 3.066
C -1.369 3.607 4.019
O -0.347 2.864 4.518
C -0.181 1.550 4.002
C 0.268 1.519 2.535
O 1.018 2.387 2.116
O -0.229 0.523 1.897
H -0.659 6.398 5.849
H 0.557 5.313 5.150
H -0.470 4.739 6.443
H -2.563 6.736 4.487
H -3.999 3.669 1.887
H -2.202 2.173 2.635
H -1.093 0.964 4.137
H 0.614 1.106 4.602
```

Total charge   -1
HOMO energy (alpha / beta)   -3.75 / -4.16 eV
Energy above the lowest of the compared OMol25 structures with the same formula, charge and spin   2.725 eV
LUMO energy (alpha / beta)   0.0891 / 0.0421 Ha
Spin multiplicity   5
E_tot   -3527.94604 Ha
Molecular weight   698.12 g mol⁻¹
⟨S²⟩   6.084

***

Record 2
ORCA calculation (wB97M-V/def2-TZVPD) on a structure of composition C37H31BrPRhTe.

Structure (XYZ):
```
72
Properties=species:S:1:pos:R:3
Rh -1.373 0.566 -0.362
Br -2.034 -1.663 1.112
C -0.338 -1.457 1.975
C 0.127 -2.518 2.690
C 1.322 -2.386 3.426
C 1.966 -1.185 3.462
C 1.483 -0.069 2.734
C 2.129 1.185 2.830
C 1.653 2.254 2.128
C 0.564 2.098 1.248
C -0.073 0.895 1.088
C 0.333 -0.204 1.907
H -0.429 -3.445 2.712
H 1.701 -3.235 3.980
H 2.862 -1.059 4.057
H 2.990 1.280 3.481
H 2.123 3.225 2.218
H 0.259 2.947 0.652
C 0.191 -3.867 -5.176
C 1.393 -3.259 -4.836
C 1.451 -2.376 -3.769
C 0.303 -2.099 -3.031
C -0.895 -2.724 -3.366
C -0.953 -3.601 -4.439
P 0.268 -0.839 -1.719
C 1.960 -0.789 -1.057
C 2.597 -1.975 -0.695
C 3.821 -1.942 -0.045
C 4.416 -0.725 0.256
C 3.785 0.458 -0.100
C 2.561 0.429 -0.753
C 0.065 0.696 -2.674
C 0.585 1.010 -3.926
C 0.206 2.200 -4.524
C -0.703 3.039 -3.885
C -1.215 2.726 -2.633
C -0.820 1.546 -2.001
H 0.149 -4.551 -6.014
H 2.288 -3.471 -5.405
H 2.390 -1.904 -3.508
H -1.787 -2.521 -2.784
H -1.889 -4.079 -4.695
H 2.130 -2.929 -0.910
H 4.307 -2.870 0.230
H 5.370 -0.699 0.766
H 4.239 1.411 0.137
H 2.073 1.356 -1.030
H 1.262 0.331 -4.430
H 0.597 2.466 -5.498
H -1.025 3.950 -4.376
H -1.952 3.374 -2.183
C -0.983 6.744 4.683
C -1.432 5.635 3.772
C -2.134 4.543 4.257
C -2.567 3.509 3.430
C -3.300 2.357 4.065
C -2.296 3.578 2.055
Te -3.109 2.037 0.823
C -1.585 4.674 1.549
C -1.297 4.820 0.085
C -1.162 5.678 2.412
H -1.163 6.493 5.728
H -1.520 7.670 4.464
H 0.082 6.948 4.561
H -2.345 4.481 5.320
H -3.278 2.451 5.151
H -2.852 1.402 3.786
H -4.343 2.320 3.747
H -1.156 3.848 -0.374
H -0.400 5.418 -0.084
H -2.130 5.308 -0.429
H -0.608 6.517 2.002
```

Total charge   0
HOMO energy   -6.82 eV
Energy above the lowest of the compared OMol25 structures with the same formula, charge and spin   0.571 eV
LUMO energy   -0.0120 Ha
E_tot   -4722.45971 Ha
Molecular weight   817.04 g mol⁻¹

***

Record 3
ORCA calculation (wB97M-V/def2-TZVPD) on a cluster of 2 separate species, C37H31F3N4O6SSi in total.

Structure (XYZ):
```
83
Properties=species:S:1:pos:R:3
C 0.534 -2.164 -2.257
C 0.974 -2.680 -1.037
C 0.917 -1.897 0.119
C 0.463 -0.570 0.044
Si 0.471 0.482 1.571
C -0.825 1.791 1.373
C -2.025 1.708 2.088
C -2.987 2.714 1.943
C -2.752 3.801 1.095
C -1.552 3.884 0.382
C -0.592 2.874 0.511
C 0.239 -0.652 3.020
C -0.789 -1.609 2.977
C -0.942 -2.525 4.024
C -0.044 -2.523 5.100
C 0.991 -1.584 5.130
C 1.093 -0.611 4.132
C 2.102 1.408 1.933
C 1.916 2.679 2.784
C 2.802 3.753 2.145
C 3.344 3.194 0.821
N 2.841 1.824 0.752
C 3.279 0.902 -0.134
C 4.319 1.093 -1.006
C 4.347 0.493 -2.334
C 4.809 1.242 -3.437
C 4.657 0.754 -4.728
C 4.063 -0.501 -4.938
C 3.652 -1.274 -3.843
C 3.818 -0.795 -2.548
C 0.022 -0.055 -1.180
C 0.071 -0.847 -2.330
H 0.563 -2.782 -3.156
H 1.368 -3.694 -0.971
H 1.190 -2.326 1.085
H -2.197 0.860 2.756
H -3.920 2.643 2.501
H -3.502 4.585 0.989
H -1.349 4.728 -0.278
H 0.336 2.936 -0.068
H -1.466 -1.642 2.119
H -1.755 -3.251 3.991
H -0.140 -3.244 5.913
H 1.731 -1.579 5.929
H 1.845 0.169 4.253
H 2.709 0.660 2.490
H 0.861 2.977 2.799
H 2.213 2.455 3.815
H 2.249 4.677 1.952
H 3.646 3.972 2.813
H 2.984 3.748 -0.060
H 4.444 3.229 0.791
H 2.786 -0.077 -0.101
H 4.952 1.954 -0.878
H 5.286 2.200 -3.235
H 4.966 1.360 -5.579
H 3.908 -0.878 -5.950
H 3.169 -2.244 -3.992
H 3.566 -1.407 -1.675
H -0.372 0.962 -1.229
H -0.253 -0.430 -3.284
O 6.788 2.814 0.135
S 7.134 1.406 0.179
O 7.184 0.602 -1.019
C 8.816 1.310 0.985
F 9.702 1.859 0.141
F 8.823 1.990 2.153
F 9.147 0.022 1.217
C 6.036 0.603 1.337
C 5.250 -0.486 0.897
C 4.635 -1.235 1.909
N 3.926 -2.435 1.826
O 3.705 -3.221 0.913
O 3.503 -2.719 3.150
N 3.807 -1.687 4.013
C 4.539 -0.823 3.249
C 5.033 0.504 3.556
N 4.569 1.260 4.686
O 3.712 0.773 5.464
O 5.010 2.426 4.828
C 5.855 1.146 2.614
H 5.272 -0.907 -0.102
H 6.308 2.102 2.873
```

Total charge   0
HOMO energy   -7.29 eV
LUMO energy   -0.0885 Ha
E_tot   -3085.98445 Ha
Molecular weight   744.82 g mol⁻¹

***

Record 4
ORCA calculation (wB97M-V/def2-TZVPD) on a structure of composition C37H31N4O4RuS.

Structure (XYZ):
```
78
Properties=species:S:1:pos:R:3
Ru 0.018 0.852 -0.821
C 4.207 -1.464 -0.008
C 4.009 -0.937 -1.393
C 5.104 -0.751 -2.223
C 4.971 -0.194 -3.483
C 3.724 0.242 -3.907
C 2.605 0.064 -3.119
C 1.268 0.542 -3.596
C 2.717 -0.600 -1.874
N 1.588 -0.837 -1.142
C 1.395 -1.985 -0.467
O 1.893 -3.066 -0.751
C 0.484 -1.834 0.726
C 0.355 -2.824 1.697
C -0.379 -2.532 2.837
C -0.983 -1.289 2.968
C -0.860 -0.380 1.921
N -0.126 -0.672 0.865
C -1.591 0.942 1.890
O -2.193 1.350 2.874
N -1.484 1.589 0.714
C -2.371 2.562 0.328
C -3.776 2.377 0.408
C -4.345 1.076 0.873
C -4.613 3.409 0.013
C -4.109 4.610 -0.456
C -2.739 4.763 -0.606
C -1.868 3.753 -0.249
C -0.395 3.910 -0.485
H 5.218 -1.255 0.333
H 4.047 -2.544 0.010
H 3.493 -1.013 0.682
H 6.084 -1.048 -1.876
H 5.834 -0.075 -4.124
H 3.616 0.720 -4.870
H 1.373 1.169 -4.478
H 0.757 1.158 -2.799
H 0.618 -0.299 -3.844
H 0.842 -3.771 1.532
H -0.475 -3.268 3.621
H -1.546 -1.002 3.844
H -3.759 0.239 0.487
H -5.376 0.972 0.544
H -4.314 1.025 1.963
H -5.682 3.263 0.061
H -4.776 5.411 -0.738
H -2.347 5.681 -1.019
H -0.192 4.825 -1.040
H -0.014 3.044 -1.096
H 0.160 3.934 0.455
N 1.821 1.510 0.413
C 2.484 2.448 0.577
C 3.304 3.546 0.834
C 3.063 4.340 1.967
C 3.911 5.386 2.257
C 5.007 5.650 1.447
C 5.245 4.866 0.327
C 4.402 3.824 0.005
H 2.223 4.110 2.607
H 3.733 5.989 3.134
H 5.673 6.463 1.692
H 6.105 5.061 -0.294
H 4.584 3.209 -0.865
O -2.445 -0.112 -8.342
C -2.697 0.816 -7.399
O -3.088 1.910 -7.712
C -2.455 0.424 -5.985
C -2.629 1.404 -5.000
C -2.430 1.114 -3.670
C -2.071 -0.185 -3.287
S -1.909 -0.590 -1.606
C -1.895 -1.170 -4.264
C -2.077 -0.865 -5.594
H -2.114 -0.936 -7.960
H -2.928 2.395 -5.310
H -2.563 1.868 -2.902
H -1.608 -2.169 -3.967
H -1.930 -1.657 -6.318
```

Total charge   0
HOMO energy (alpha / beta)   -7.77 / -7.82 eV
Energy above the lowest of the compared OMol25 structures with the same formula, charge and spin   3.696 eV
LUMO energy (alpha / beta)   -0.0669 / -0.0605 Ha
Spin multiplicity   2
E_tot   -2441.60510 Ha
Molecular weight   728.82 g mol⁻¹
⟨S²⟩   0.819

***

Record 5
ORCA calculation (wB97M-V/def2-TZVPD) on a structure of composition C37H32F6N4O7PReS2.

Structure (XYZ):
```
90
Properties=species:S:1:pos:R:3
Re 0.059 0.921 -0.245
C 0.952 1.353 3.913
C 1.241 1.123 2.471
O 0.192 0.907 1.744
C 2.532 1.110 1.976
C 2.917 0.816 0.655
C 4.370 0.630 0.348
N 2.051 0.709 -0.348
N 2.589 0.513 -1.627
C 1.654 0.564 -2.518
O 0.382 0.741 -2.193
C 1.972 0.472 -3.954
C 3.289 0.311 -4.380
C 3.577 0.285 -5.732
C 2.555 0.419 -6.665
C 1.242 0.572 -6.243
C 0.948 0.597 -4.888
H 0.522 2.352 4.021
H 0.193 0.644 4.245
H 1.844 1.271 4.528
H 3.329 1.258 2.689
H 4.970 0.764 1.244
H 4.530 -0.370 -0.057
H 4.693 1.323 -0.429
H 4.073 0.203 -3.642
H 4.599 0.162 -6.063
H 2.783 0.400 -7.722
H 0.448 0.672 -6.970
H -0.072 0.710 -4.548
C 0.774 5.723 -1.206
C 1.850 4.910 -0.891
C 1.628 3.585 -0.585
N 0.399 3.035 -0.580
C -0.640 3.841 -0.857
C -0.495 5.173 -1.178
H 0.923 6.764 -1.458
H 2.862 5.288 -0.881
H 2.456 2.946 -0.335
H -1.625 3.419 -0.783
H -1.377 5.759 -1.391
O -0.117 -1.160 -0.138
P -0.582 -2.280 0.817
C -0.393 -3.834 -0.074
C 0.864 -4.072 -0.639
C 1.121 -5.259 -1.299
C 0.127 -6.226 -1.396
C -1.116 -6.003 -0.826
C -1.378 -4.812 -0.162
C 0.595 -2.437 2.165
C 1.862 -1.890 1.990
C 2.863 -2.134 2.918
C 2.604 -2.940 4.016
C 1.350 -3.515 4.180
C 0.349 -3.277 3.254
C -2.244 -2.176 1.439
C -2.526 -1.900 2.776
C -3.834 -1.962 3.229
C -4.852 -2.316 2.359
C -4.579 -2.563 1.020
C -3.282 -2.474 0.553
H 1.643 -3.323 -0.568
H 2.097 -5.436 -1.730
H 0.325 -7.154 -1.916
H -1.887 -6.758 -0.892
H -2.346 -4.667 0.298
H 2.060 -1.283 1.116
H 3.846 -1.704 2.780
H 3.385 -3.134 4.740
H 1.155 -4.161 5.026
H -0.613 -3.757 3.369
H -1.736 -1.616 3.457
H -4.055 -1.734 4.263
H -5.871 -2.376 2.718
H -5.384 -2.797 0.338
H -3.071 -2.641 -0.497
F -4.167 1.003 -2.904
C -3.394 1.903 -2.325
F -2.160 1.782 -2.820
F -3.845 3.119 -2.589
S -3.394 1.581 -0.479
O -2.094 0.880 -0.242
O -4.541 0.775 -0.261
N -3.400 3.005 0.132
S -2.620 3.239 1.522
O -1.216 3.489 1.318
O -3.004 2.319 2.548
C -3.321 4.897 1.914
F -4.636 4.847 2.048
F -2.771 5.311 3.049
F -3.009 5.748 0.940
```

Total charge   +1
HOMO energy (alpha / beta)   -10.70 / -10.93 eV
Energy above the lowest of the compared OMol25 structures with the same formula, charge and spin   1.220 eV
LUMO energy (alpha / beta)   -0.1006 / -0.1500 Ha
Spin multiplicity   4
E_tot   -3989.92769 Ha
Molecular weight   1039.99 g mol⁻¹
⟨S²⟩   3.770

***

Record 6
ORCA calculation (wB97M-V/def2-TZVPD) on a structure of composition C37H32N4O2PTm.

Structure (XYZ):
```
77
Properties=species:S:1:pos:R:3
Tm -0.247 0.624 0.850
C -1.255 2.918 2.937
N -1.313 2.778 1.467
C -2.738 2.739 1.035
C -3.385 1.349 1.240
C -4.731 1.232 1.578
C -5.313 0.002 1.518
C -4.559 -1.127 1.156
C -3.213 -0.959 0.903
N -2.625 0.240 0.901
C -0.626 3.874 0.687
C -0.436 3.475 -0.763
C -0.360 4.420 -1.766
C -0.289 3.979 -3.052
C -0.323 2.559 -3.364
C -0.262 1.714 -2.283
N -0.358 2.134 -1.034
C -1.521 1.692 3.725
C -2.070 1.647 5.010
C -2.118 0.461 5.675
C -1.753 -0.720 5.048
C -1.155 -0.579 3.817
N -1.015 0.560 3.202
H -1.958 3.764 3.161
H -0.307 3.325 3.157
H -2.957 3.024 0.029
H -3.236 3.473 1.665
H -5.321 2.094 1.853
H -6.378 -0.135 1.699
H -4.938 -2.141 1.240
H -2.597 -1.822 0.776
H 0.394 3.992 1.126
H -1.067 4.848 0.723
H -0.420 5.497 -1.634
H -0.341 4.687 -3.872
H -0.339 2.234 -4.354
H -0.123 0.695 -2.454
H -2.343 2.557 5.423
H -2.594 0.339 6.683
H -1.865 -1.630 5.627
H -0.773 -1.471 3.387
O 1.278 -0.624 1.649
C 2.257 0.152 1.296
O 1.948 1.380 1.317
C 3.475 -0.531 0.771
C 4.743 -0.520 1.292
C 5.784 -1.229 0.688
C 5.474 -1.947 -0.440
C 4.176 -1.925 -1.035
C 3.160 -1.231 -0.422
P 1.485 -1.046 -1.219
C 1.826 -1.048 -2.984
C 2.868 -0.213 -3.402
C 3.244 -0.212 -4.743
C 2.529 -0.972 -5.678
C 1.496 -1.735 -5.248
C 1.104 -1.731 -3.913
C 0.728 -2.624 -0.911
C 1.365 -3.790 -0.441
C 0.611 -4.923 -0.241
C -0.735 -4.918 -0.507
C -1.409 -3.742 -0.933
C -0.665 -2.630 -1.164
H 4.914 0.049 2.188
H 6.697 -1.384 1.215
H 6.287 -2.571 -0.906
H 4.045 -2.544 -1.960
H 3.499 0.387 -2.668
H 4.098 0.441 -5.038
H 2.801 -0.977 -6.660
H 0.972 -2.295 -5.986
H 0.173 -2.314 -3.626
H 2.388 -3.828 -0.145
H 1.008 -5.896 0.044
H -1.287 -5.835 -0.201
H -2.433 -3.808 -1.157
H -1.076 -1.709 -1.556
```

Total charge   +2
HOMO energy (alpha / beta)   -13.32 / -13.32 eV
LUMO energy (alpha / beta)   -0.2033 / -0.2029 Ha
Spin multiplicity   3
E_tot   -3224.86284 Ha
Molecular weight   764.60 g mol⁻¹
⟨S²⟩   2.002

***

Q: Look up the total charge of the second one.
A: 0